# 1
A structure of composition C15H12MoN3OSSe2 in a non-equilibrium geometry. Source: the OMol25 dataset; level of theory: ωB97M-V/def2-TZVPD.

Cartesian coordinates (Å):
Mo -0.32 -0.49 0.80
Se -0.40 -2.76 -0.76
Se 0.24 -2.52 2.45
S -0.15 1.34 2.38
O -1.10 0.97 -0.22
N -2.22 -1.33 0.63
N 1.71 -0.82 0.98
N -1.28 2.23 0.18
C -4.58 -1.54 0.77
C -1.04 3.89 1.85
C 2.77 -0.27 0.38
C 4.06 -0.72 0.61
C -1.63 4.81 1.01
C -2.05 4.41 -0.27
C 1.91 -1.85 1.84
C 4.27 -1.76 1.52
C -0.86 2.58 1.41
C 3.17 -2.34 2.15
C -1.87 3.11 -0.66
C -4.54 -2.67 -0.05
C -3.32 -3.12 -0.52
C -3.40 -0.90 1.10
C -2.18 -2.42 -0.17
H -2.15 2.73 -1.63
H -3.23 -3.98 -1.17
H 5.26 -2.12 1.73
H -1.76 5.83 1.33
H -2.52 5.11 -0.94
H -0.70 4.14 2.84
H 2.56 0.54 -0.32
H 4.89 -0.28 0.09
H -5.46 -3.18 -0.32
H -3.38 -0.03 1.75
H 3.27 -3.15 2.85
H -5.52 -1.17 1.15

The charge is +2. The LUMO energy (spin up / spin down) comes out at -0.360 / -0.303 Eh. The spin multiplicity is 2. The calculation puts the gap between HOMO and LUMO (spin up / spin down) at 3.75 / 6.13 eV.

---

# 2
A cluster of 14 separate species, H26O17S in total in a non-equilibrium geometry. Source: the OMol25 dataset; level of theory: ωB97M-V/def2-TZVPD.

Cartesian coordinates (Å):
S 0.20 0.21 0.11
O 2.52 2.61 1.65
O 1.56 0.22 0.67
O -0.53 -0.92 0.57
O 3.98 -0.31 0.65
O -0.15 -4.25 2.04
O 0.00 -3.08 -0.65
O 2.00 -0.49 -3.58
O -2.34 1.94 2.06
O -0.41 4.13 0.41
O 0.34 0.07 -1.33
O -0.58 1.45 0.32
O -0.74 0.22 -3.80
O 0.32 2.38 -2.53
O 1.53 -0.61 3.21
O -1.39 -2.16 3.01
O -2.75 -2.03 -0.24
O -2.52 0.74 -1.71
H -3.09 2.26 1.56
H -0.44 3.18 0.56
H -3.39 -1.33 -0.38
H 2.57 1.72 1.30
H -1.61 -1.50 3.66
H -1.10 4.30 -0.22
H 1.92 -1.43 2.89
H 0.04 -3.72 1.26
H -0.63 -1.80 2.55
H -1.89 0.89 -1.00
H 0.38 -2.71 -1.44
H -0.23 -2.32 -0.12
H 1.31 -0.13 2.41
H 4.35 0.42 1.14
H 3.05 -0.12 0.59
H -1.71 1.66 1.39
H 0.02 1.96 -3.34
H -1.99 -1.60 0.15
H 1.68 2.95 1.32
H -0.63 -0.13 -2.92
H -0.89 -0.55 -4.35
H -0.85 -3.78 2.48
H 1.27 -0.27 -3.01
H 0.04 1.78 -1.84
H -1.98 0.73 -2.50
H 2.74 -0.61 -2.99

The charge is -2. The LUMO energy comes out at 0.185 Eh. The calculation puts the relative energy (zero: lowest compared OMol25 entry of this formula, charge and spin) at 1.702 eV. The calculation puts the gap between HOMO and LUMO at 9.40 eV.

---

# 3
A structure of composition C28H78AlF2N8O15S2 in a non-equilibrium geometry. Source: the OMol25 dataset; level of theory: ωB97M-V/def2-TZVPD.

Cartesian coordinates (Å):
S 0.35 -0.14 1.90
S -0.39 0.97 0.00
Al -3.73 -0.62 1.42
F -0.24 -0.93 3.19
F -1.71 0.93 -0.91
O -4.63 -3.04 0.27
O 6.62 -0.62 -1.36
O -3.13 2.41 -3.18
O 2.79 3.84 -2.66
O -2.78 1.88 2.76
O 0.82 1.05 2.54
O -1.55 -3.00 4.89
O 2.22 5.29 1.91
O 1.28 -1.14 1.47
O 0.60 0.45 -0.91
O -2.51 -1.50 -1.27
O -2.25 -1.55 6.29
O 4.11 -5.41 0.65
O -0.36 2.34 0.36
O -2.76 -1.37 4.23
N 0.97 -3.99 2.25
N 5.56 1.59 1.36
N -2.18 -1.97 5.15
N -4.89 2.24 1.20
N 4.59 3.84 -0.52
N -2.21 -3.06 1.83
N -1.00 -0.09 1.15
N -4.33 0.62 -1.36
C -4.14 -4.29 0.81
C -1.98 1.96 -3.94
C 2.94 2.53 -3.14
C -2.36 1.42 -5.33
C -2.07 2.15 3.97
C -5.97 -3.27 -0.16
C -2.79 3.12 2.05
C -4.11 4.38 0.33
C 4.03 4.85 0.41
C 4.07 -6.77 1.07
C 3.32 -4.53 1.42
C -3.33 -1.39 -2.42
C 4.19 -0.22 0.61
C 7.38 -0.34 -2.53
C 1.25 -5.00 0.06
C 6.17 0.58 -0.72
C 2.68 4.37 0.94
C -3.68 3.01 0.82
C 1.82 -4.90 1.48
C -5.50 -0.35 -3.20
C 1.57 2.02 -3.56
C -2.62 -4.20 1.01
C -2.17 -5.49 1.71
C -4.58 -0.68 -2.03
C -1.28 -2.18 -1.55
C 1.01 4.89 2.49
C 3.81 6.14 -0.39
C 5.62 0.29 0.67
H 4.70 6.45 -0.93
H -1.09 -5.53 1.82
H 1.22 -3.05 1.96
H 1.12 -3.97 -0.28
H -6.61 -3.67 0.63
H 3.56 6.93 0.33
H -1.85 1.18 4.42
H -0.74 -2.35 -0.62
H -5.12 -1.34 -1.34
H -3.77 1.27 -1.94
H 6.27 -0.46 1.13
H -2.64 -5.57 2.69
H 0.18 4.82 1.78
H 5.56 4.01 -0.74
H 3.07 -7.20 0.96
H -3.08 0.61 -5.26
H -2.10 -4.10 0.06
H 3.41 1.90 -2.37
H 2.03 -5.50 -0.53
H 1.25 -4.01 3.23
H 1.17 2.62 -4.39
H 7.11 1.15 -0.61
H 4.79 -7.37 0.52
H -5.23 1.10 -1.30
H 1.54 1.00 -3.97
H -5.57 2.21 0.45
H 7.50 -1.33 -2.96
H -4.91 0.26 -3.88
H 2.94 6.05 -1.04
H 3.95 -0.59 1.62
H -1.44 1.18 -3.42
H 2.82 3.38 1.42
H 5.22 1.36 2.30
H -6.12 -3.97 -0.99
H 8.32 0.18 -2.36
H -1.19 -3.01 1.71
H -1.03 2.47 3.82
H -4.64 4.27 -0.61
H -2.76 -0.81 -3.17
H -2.58 2.82 4.66
H -1.44 0.99 -5.74
H 3.49 0.60 0.43
H -3.40 3.22 -3.62
H -0.66 -1.53 -2.17
H 4.63 3.05 0.13
H 6.49 1.97 1.51
H -2.48 -6.36 1.12
H 3.44 -3.60 0.86
H -3.23 5.01 0.16
H 6.77 0.14 -3.31
H 1.93 4.22 0.16
H 3.66 2.48 -3.97
H -6.41 -2.32 -0.49
H 5.54 1.23 -1.34
H -4.38 -5.16 0.19
H -4.72 4.92 1.06
H -1.56 -3.11 -2.04
H 0.70 5.61 3.25
H -2.74 2.19 -6.00
H -3.21 3.90 2.69
H -5.92 -1.24 -3.69
H 1.15 3.94 3.01
H -5.38 2.85 1.86
H 3.73 -4.41 2.43
H -1.36 2.85 -4.01
H 4.32 -6.80 2.13
H -3.57 -2.38 -2.81
H -1.81 3.44 1.70
H -6.33 0.30 -2.93
H -2.18 -3.42 2.79
H 0.30 -5.53 0.05
H 3.99 -1.07 -0.03
H -3.21 2.47 0.00
H 1.74 -5.84 2.02
H 3.34 4.01 -1.87
H 0.87 2.18 -2.74
H -4.69 -4.41 1.75
H 4.79 5.05 1.17

The charge is +1. The LUMO energy comes out at -0.312 Eh. The calculation puts the gap between HOMO and LUMO at 2.15 eV.